Entry 1:
DFT (ωB97M-V with the def2-TZVPD basis set) results for 2 unconnected molecules or ions with the total composition C5H8NO2.

Calculated values
- E (hartree) = -400.33328
- LUMO energy (spin up / spin down) (eV) = 6.918 / 6.789
- <S²> = 0.760
- HOMO (spin up / spin down) (eV) = 1.58 / 1.44
- molar mass (g mol⁻¹) = 114.12

```
! wB97M-V def2-TZVPD RIJCOSX def2/J DEFGRID3
* xyz -2 2
C 1.046 -0.312 0.498
C 0.684 -0.174 -0.952
C -0.587 0.216 -1.457
C -1.194 0.359 -2.705
N -0.080 -0.007 1.377
C -0.414 -0.427 2.676
O 0.282 -1.550 2.852
O -1.311 0.157 3.341
H 1.483 -1.265 0.736
H 1.798 0.501 0.773
H 2.001 1.456 0.657
H 1.186 -0.795 -1.662
H -1.306 0.349 -0.661
H -0.726 0.027 -3.664
H -2.176 0.817 -2.816
H -0.685 0.648 1.008
*
```



Entry 2:
DFT (ωB97M-V with the def2-TZVPD basis set) results for a molecular structure, C47H54O3P2S5Se2Tl.

Calculated values
- E (hartree) = -9698.04081
- LUMO energy (eV) = 2.040
- HOMO (eV) = -4.65
- molar mass (g mol⁻¹) = 1251.53

```
! wB97M-V def2-TZVPD RIJCOSX def2/J DEFGRID3
* xyz -1 1
Tl 11.544 14.534 16.163
S 12.828 14.246 18.983
P 13.148 16.169 18.387
C 12.719 16.441 16.797
P 11.789 17.650 16.145
S 9.717 17.315 16.027
C 12.098 19.382 16.749
C 13.424 19.891 16.785
C 13.816 21.053 17.454
C 12.876 21.785 18.087
C 11.548 21.360 18.039
C 11.155 20.223 17.329
C 12.337 17.776 14.400
C 13.216 16.833 13.881
C 13.393 16.775 12.487
C 12.814 17.757 11.663
C 11.964 18.706 12.210
C 11.748 18.755 13.564
C 14.971 16.397 18.597
C 15.485 16.075 19.865
C 16.819 16.276 20.125
C 17.596 16.906 19.145
C 17.111 17.183 17.907
C 15.758 16.989 17.629
C 12.494 17.420 19.517
C 11.256 17.113 20.055
C 10.702 18.041 20.907
C 11.402 19.228 21.202
C 12.604 19.578 20.632
C 13.164 18.663 19.743
H 14.169 19.230 16.375
H 14.866 21.293 17.563
H 13.168 22.605 18.790
H 10.857 21.953 18.618
H 10.103 19.856 17.352
H 13.690 16.118 14.548
H 14.063 16.018 12.030
H 12.972 17.610 10.578
H 11.470 19.436 11.572
H 11.095 19.523 14.008
H 14.803 15.535 20.499
H 17.238 15.907 21.104
H 18.598 17.124 19.400
H 17.767 17.628 17.162
H 15.385 17.236 16.680
H 10.841 16.150 19.811
H 9.811 17.810 21.484
H 11.109 19.847 22.051
H 13.116 20.498 20.864
H 14.153 18.854 19.380
C 6.063 14.840 18.213
Se 7.552 13.599 18.327
C 7.785 13.564 16.398
C 6.762 12.737 15.762
Se 6.785 12.601 13.782
C 8.337 11.464 13.626
H 6.273 15.565 17.484
H 5.847 15.322 19.177
H 5.163 14.284 17.924
H 8.832 13.247 16.239
H 7.671 14.602 16.121
H 5.732 13.031 15.982
H 6.911 11.711 16.082
H 8.097 10.478 13.941
H 9.238 11.867 14.129
H 8.571 11.402 12.561
O 11.822 10.340 11.395
S 11.736 11.785 11.840
C 13.447 12.434 12.133
C 14.165 11.775 13.300
C 15.063 10.613 12.882
C 14.470 9.226 13.141
S 14.773 8.600 14.834
O 16.162 9.027 15.137
C 13.541 9.556 15.781
C 12.194 9.520 15.418
C 11.260 10.140 16.210
C 11.619 10.781 17.402
C 12.923 10.763 17.827
C 13.882 10.117 16.991
C 11.550 12.799 10.377
C 11.452 14.170 10.580
C 11.479 14.979 9.457
C 11.468 14.399 8.200
C 11.520 13.035 8.066
C 11.579 12.176 9.164
H 13.402 13.510 12.325
H 13.994 12.367 11.170
H 13.414 11.399 14.040
H 14.758 12.526 13.827
H 16.017 10.719 13.325
H 15.248 10.678 11.801
H 15.090 8.490 12.602
H 13.452 9.179 12.790
H 11.920 8.957 14.456
H 10.167 10.080 15.969
H 10.918 11.319 18.028
H 13.192 11.215 18.758
H 14.945 10.138 17.321
H 11.484 14.557 11.573
H 11.381 16.042 9.573
H 11.527 15.114 7.330
H 11.524 12.724 7.046
H 11.748 11.099 9.133
C 8.866 16.099 12.460
S 8.249 17.576 11.606
C 6.527 17.014 11.321
O 8.999 17.542 10.332
H 8.519 15.172 12.030
H 8.544 16.082 13.538
H 9.945 16.202 12.391
H 6.591 16.033 10.856
H 6.047 17.783 10.754
H 6.039 16.950 12.316
*
```



Entry 3:
DFT (ωB97M-V with the def2-TZVPD basis set) results for 7 unconnected molecules or ions with the total composition C21H63O28P7.

Calculated values
- E (hartree) = -5334.58777
- SMILES string = COP(=O)(OC)OC.COP(=O)(OC)OC.COP(=O)(OC)OC.COP(=O)(OC)OC.COP(=O)(OC)OC.COP(=O)(OC)OC.COP(=O)(OC)OC
- LUMO energy (eV) = 0.271
- HOMO (eV) = -10.36
- molar mass (g mol⁻¹) = 980.53

```
! wB97M-V def2-TZVPD RIJCOSX def2/J DEFGRID3
* xyz 0 1
C 3.766 3.579 -3.262
O 3.911 2.906 -4.523
P 5.348 2.194 -4.880
O 5.425 1.386 -6.127
O 6.451 3.309 -4.637
C 7.547 3.599 -5.400
O 5.488 1.235 -3.581
C 4.502 0.209 -3.305
H 3.408 4.608 -3.253
H 4.540 3.285 -2.552
H 2.865 3.059 -2.937
H 7.568 4.603 -5.825
H 7.722 2.930 -6.242
H 8.429 3.550 -4.761
H 4.380 0.226 -2.222
H 4.821 -0.824 -3.443
H 3.491 0.326 -3.694
C -0.597 -5.694 1.535
O -1.720 -6.254 2.182
P -2.843 -5.365 2.921
O -3.588 -4.525 2.000
O -2.101 -4.616 4.105
C -1.667 -3.204 4.114
O -3.632 -6.500 3.716
C -4.921 -6.389 4.002
H 0.156 -6.474 1.421
H -0.173 -4.902 2.152
H -0.639 -5.242 0.545
H -2.100 -2.691 4.973
H -1.820 -2.611 3.212
H -0.626 -3.098 4.422
H -5.105 -6.990 4.893
H -5.671 -6.957 3.452
H -5.283 -5.384 4.222
C 4.592 8.758 0.454
O 3.199 8.424 0.909
P 2.668 6.967 0.514
O 2.818 6.742 -0.985
O 1.165 6.989 1.023
C 0.138 6.224 0.348
O 3.601 5.987 1.455
C 4.130 4.780 1.119
H 4.514 9.572 -0.267
H 5.365 8.023 0.227
H 5.107 9.273 1.265
H 0.048 5.194 0.693
H 0.246 6.181 -0.736
H -0.771 6.817 0.456
H 4.015 4.033 1.904
H 5.208 4.740 0.966
H 3.629 4.544 0.180
C 1.699 0.547 -1.283
O 0.410 0.661 -0.723
P 0.101 0.634 0.884
O 1.012 1.591 1.615
O -1.521 0.796 1.045
C -2.143 2.024 0.747
O 0.291 -0.883 1.262
C -0.180 -1.860 0.447
H 1.528 -0.122 -2.126
H 2.528 0.444 -0.582
H 1.881 1.536 -1.704
H -2.845 2.120 1.575
H -2.623 2.080 -0.230
H -1.538 2.924 0.853
H 0.021 -2.752 1.042
H 0.209 -1.829 -0.570
H -1.266 -1.843 0.545
C -6.025 0.814 2.618
O -5.228 0.080 3.567
P -4.471 0.871 4.790
O -3.339 0.135 5.417
O -4.076 2.344 4.207
C -2.900 3.017 4.674
O -5.665 1.191 5.805
C -5.554 2.209 6.775
H -6.901 0.251 2.296
H -5.375 0.824 1.743
H -6.159 1.838 2.967
H -2.976 4.057 4.357
H -2.040 2.542 4.201
H -2.655 2.958 5.734
H -4.890 3.040 6.536
H -5.061 1.815 7.664
H -6.525 2.648 7.004
C -5.629 -0.665 -0.975
O -4.518 -1.536 -0.904
P -4.313 -2.473 -2.168
O -5.533 -3.134 -2.623
O -3.593 -1.502 -3.236
C -2.349 -0.897 -3.084
O -3.128 -3.502 -1.705
C -3.504 -4.745 -1.187
H -6.495 -1.116 -0.492
H -6.051 -0.385 -1.940
H -5.356 0.246 -0.442
H -2.107 0.063 -3.539
H -1.617 -1.641 -3.398
H -2.345 -0.711 -2.010
H -2.809 -5.023 -0.394
H -3.476 -5.541 -1.930
H -4.516 -4.671 -0.789
C 4.193 -3.439 -0.072
O 3.833 -2.921 -1.426
P 2.955 -3.871 -2.452
O 1.687 -4.302 -1.842
O 2.830 -3.120 -3.908
C 1.769 -2.225 -4.221
O 3.969 -5.124 -2.750
C 3.551 -5.949 -3.830
H 4.150 -2.597 0.618
H 5.200 -3.837 0.054
H 3.613 -4.341 0.123
H 1.032 -2.773 -4.809
H 2.186 -1.340 -4.702
H 1.321 -1.715 -3.369
H 3.929 -6.971 -3.792
H 3.923 -5.517 -4.759
H 2.467 -5.960 -3.942
*
```



F_max in hartree/bohr, matching the order above: 0.0867, 0.0439, 0.1007
Energy relative to the best compared isomer or geometry (same formula, charge and spin) in eV, matching the order above: 2.9178, 1.1683, 5.7576